Here is a molecular structure, C5H10N2O from OMol25. Energies are from ωB97M-V/def2-TZVPD.

The geometry in XYZ format:
```
18
C5H10N2O ωB97M-V/def2-TZVPD
C 0.6637 1.8811 0.2132
C -1.4537 -0.6171 -1.3395
C 1.1618 -0.7123 0.2221
C 0.4066 0.4158 0.1657
C -0.8785 -0.3280 0.0267
N 2.5179 -0.9323 0.1186
N -1.7861 -0.1711 1.0223
O 0.3108 -1.7316 0.2047
H 3.1104 -0.1631 0.3910
H 2.8148 -1.8299 0.4711
H -2.7727 -0.2970 0.8470
H -1.5374 -0.3886 1.9762
H 1.5035 2.1126 0.8746
H 0.9112 2.3212 -0.7602
H -0.1774 2.4670 0.5996
H -0.6553 -0.8892 -2.0231
H -1.9501 0.2849 -1.7091
H -2.1896 -1.4225 -1.3010
```

Properties
total energy = -381.21979 hartree
HOMO level = -7.034 eV
Kohn-Sham gap = 0.293 hartree
strongest force on any atom = 1.02 eV/A

=====

Here is C5H10N2O in the gas phase from OMol25. Energies are from ωB97M-V/def2-TZVPD.

The geometry in XYZ format:
```
18
C5H10N2O ωB97M-V/def2-TZVPD
C 2.5509 0.5564 1.3163
C 1.9241 0.3949 0.1697
C 0.6574 -0.3972 0.0052
C -0.5925 0.4877 -0.1213
N -1.3970 0.3379 1.0872
C -1.4223 0.1447 -1.3431
N -1.8667 -1.1397 -1.4910
O -1.4380 0.8921 -2.3069
H 3.5151 1.0259 1.5057
H 2.2053 0.2107 2.2893
H 2.3690 0.7684 -0.7447
H 0.7677 -1.1078 -0.8137
H 0.5729 -1.1227 0.8148
H -0.3251 1.5242 -0.2745
H -0.9507 0.1394 1.9593
H -2.3924 0.4370 1.0589
H -2.0005 -1.7564 -0.6999
H -2.1773 -1.3956 -2.4113
```

Properties
total energy = -381.24290 hartree
HOMO level = -9.089 eV
Kohn-Sham gap = 0.367 hartree
strongest force on any atom = 2.04 eV/A

=====

Here is a molecular structure, C5H10N2O from OMol25. Energies are from ωB97M-V/def2-TZVPD.

The geometry in XYZ format:
```
18
C5H10N2O ωB97M-V/def2-TZVPD
C -1.6546 -1.4990 -0.2022
C -1.4113 0.3828 1.4080
N -0.7637 -0.4201 0.3192
H -0.1686 0.4704 -0.4579
H -1.8748 -2.2238 0.5809
H -2.3948 0.7049 1.0675
H -2.5856 -1.0493 -0.5452
H -1.1476 -2.0075 -1.0216
H -1.5033 -0.2069 2.3195
H -0.7868 1.2597 1.5715
C 2.3276 0.9767 -1.4402
C 1.1454 1.2177 -0.5305
C 0.5434 -0.8682 0.6869
O 1.1050 2.1987 0.2000
N 1.3292 -1.6424 1.0576
H 2.0041 1.0215 -2.4844
H 3.1182 1.7127 -1.2691
H 2.7184 -0.0281 -1.2598
```

Properties
total energy = -381.11596 hartree
HOMO level = -7.276 eV
Kohn-Sham gap = 0.287 hartree
strongest force on any atom = 3.40 eV/A

=====

Here is a molecular structure, C5H10N2O from OMol25. Energies are from ωB97M-V/def2-TZVPD.

The geometry in XYZ format:
```
18
C5H10N2O ωB97M-V/def2-TZVPD
C -2.0974 -0.9859 0.6851
C -1.5247 0.2302 0.0162
C -0.0795 0.5813 -0.0919
C 0.2883 1.8323 -0.7764
C 1.0897 0.1978 0.8346
H -3.2901 -1.4612 0.1447
H -2.6831 -0.3331 1.7570
H -1.4016 -1.9115 1.0389
H -2.3099 0.8944 -0.4267
H 0.8814 2.4549 -0.1573
H -0.4150 2.0918 -1.4273
H 1.1552 1.7533 -1.4266
H 2.7433 -1.2299 0.8847
H 0.6496 -1.8675 -0.7510
H 1.6849 -0.9340 -1.5395
N 2.0136 -0.8773 0.3812
N 1.7249 -1.5816 -0.7013
O 1.5703 1.1460 1.5558
```

Properties
total energy = -381.04626 hartree
HOMO level = -8.698 eV
Kohn-Sham gap = 0.340 hartree
strongest force on any atom = 6.51 eV/A

=====

Here is a molecular structure, C5H10N2O from OMol25. Energies are from ωB97M-V/def2-TZVPD.

The geometry in XYZ format:
```
18
C5H10N2O ωB97M-V/def2-TZVPD
C -1.9370 -0.8293 -1.6025
C -1.0662 0.1975 1.4234
C 1.2090 0.6834 0.4810
C 1.7696 -0.5130 0.1315
C 2.9954 -0.6436 -0.5849
H -1.8583 -1.6987 -0.6873
H -1.3518 -0.9681 -2.5368
H -3.0568 -0.5438 -1.9669
H -1.2037 -0.0122 2.5511
H 0.2508 1.5471 1.7796
H 1.9217 1.3959 0.1034
H 1.2901 -1.6061 0.5440
H 3.6872 -1.1873 0.4354
H 2.7481 -1.2566 -1.4883
H 3.5011 0.2439 -0.6544
N -1.8368 -0.1935 0.4751
N 0.0184 1.2601 0.8639
O -1.3781 0.4062 -0.8179
```

Properties
total energy = -380.98224 hartree
HOMO level = -8.355 eV
Kohn-Sham gap = 0.341 hartree
strongest force on any atom = 6.67 eV/A

=====

Here is C5H10N2O in the gas phase from OMol25. Energies are from ωB97M-V/def2-TZVPD.

The geometry in XYZ format:
```
18
C5H10N2O ωB97M-V/def2-TZVPD
C -0.7983 0.5937 1.5124
N -1.1816 -0.6136 1.0257
N -0.8349 -1.3311 -0.0183
C 0.3636 -1.7475 -0.6280
C 1.2475 -0.7125 -1.3350
C 0.3912 0.3755 -0.6371
O 0.8474 1.6531 -0.3674
C -0.0934 1.9221 0.6565
H -1.6230 1.0726 2.0643
H -1.5351 -1.9979 0.1420
H 0.0769 -2.6760 -1.3383
H 1.0731 -2.3096 0.1185
H 2.2942 -0.7492 -0.9813
H 1.0028 -1.1181 -2.4253
H -0.5462 0.4978 -1.0311
H 0.3682 -0.3062 0.3567
H -0.7689 2.6505 0.1563
H 0.3300 2.7355 1.4125
```

Properties
total energy = -380.94261 hartree
HOMO level = -8.579 eV
Kohn-Sham gap = 0.345 hartree
strongest force on any atom = 7.00 eV/A

=====

Here is 2 unconnected molecules or ions with the total composition C5H10N2O from OMol25. Energies are from ωB97M-V/def2-TZVPD.

The geometry in XYZ format:
```
18
C5H10N2O ωB97M-V/def2-TZVPD
H -1.6818 -1.5501 1.3131
N -1.3851 -0.5884 1.1591
C -0.1487 -0.3886 1.3209
C 0.8677 -1.3677 1.6837
C 2.1591 -1.0560 1.7600
H 0.2002 0.6303 1.1556
H 0.5246 -2.3750 1.8829
H 2.5081 -0.0585 1.5672
H 2.9072 -1.7827 2.0159
N -2.0631 1.0268 -1.2588
C -0.7472 1.5062 -1.4598
C 0.4063 0.6446 -1.7913
O -0.2175 1.4758 -2.7405
H -2.2893 0.3113 -1.9393
H -2.1586 0.6371 -0.3223
H -0.5498 2.4179 -0.8973
H 1.4133 0.9356 -1.5130
H 0.2544 -0.4185 -1.9359
```

Properties
total energy = -381.17640 hartree
HOMO level = -8.791 eV
Kohn-Sham gap = 0.334 hartree
strongest force on any atom = 1.30 eV/A

=====

Here is 2 unconnected molecules or ions with the total composition C5H10N2O from OMol25. Energies are from ωB97M-V/def2-TZVPD.

The geometry in XYZ format:
```
18
C5H10N2O ωB97M-V/def2-TZVPD
C 2.6255 -0.3890 0.8005
C 1.3960 -1.2896 0.9428
C 0.3022 -0.8936 -0.0077
C 0.3018 -0.5619 -1.3455
N -0.8964 -0.0214 -1.6021
C -1.6458 -0.0477 -0.4560
N -0.9134 -0.5549 0.5229
H 3.4944 -0.7665 1.3408
H 2.3719 0.6238 1.1136
H 2.9628 -0.3365 -0.2377
H 1.7154 -2.3201 0.7460
H 1.0600 -1.2983 1.9754
H 1.1658 -0.6360 -1.9844
H -1.2186 0.3366 -2.4668
H -2.6802 0.1952 -0.3158
O -3.5259 2.4724 0.0503
H -3.9335 3.0495 0.7050
H -2.5820 2.4381 0.2186
```

Properties
total energy = -381.26591 hartree
HOMO level = -8.473 eV
Kohn-Sham gap = 0.342 hartree
strongest force on any atom = 2.47 eV/A

=====

Question: Which of these has the lowest HOMO level?
Answer: number 2